## A
Molecular formula: C6H11NOS
Method: DFT, the ωB97M-V functional and the def2-TZVPD basis

Computed properties:
LUMO level: 0.805 eV
Structure (SMILES): C=C(C)C(=O)NCSC
Multiplicity: 1
Gap between HOMO and LUMO: 9.658 eV

Each line ends with the natural charge from an NBO analysis.
Cartesian coordinates (Å):
C: -1.60 -0.08 0.13  -0.3799
C: -1.01 -1.21 -0.07  -0.0428
C: -1.62 -2.57 0.05  -0.6483
C: 0.51 -1.22 -0.58  0.6670
O: 0.77 -1.88 -1.57  -0.6019
N: 1.62 -0.56 0.05  -0.6601
C: 2.00 0.46 1.09  -0.3237
S: 2.60 2.02 0.28  0.1264
C: 1.01 2.65 -0.49  -0.7136
H: -0.98 0.85 0.18  0.1882
H: -2.61 -0.03 0.25  0.1990
H: -1.02 -3.26 0.56  0.2299
H: -1.77 -3.11 -0.90  0.2391
H: -2.67 -2.44 0.42  0.2161
H: 2.43 -0.81 -0.45  0.3971
H: 2.89 0.14 1.57  0.2187
H: 1.27 0.90 1.74  0.2271
H: 1.50 3.22 -1.28  0.2394
H: 0.42 3.34 0.13  0.2106
H: 0.41 1.80 -0.62  0.2118



## B
Molecular formula: C6H11NOS
Method: DFT, the ωB97M-V functional and the def2-TZVPD basis

Computed properties:
LUMO level: -0.226 eV
Multiplicity: 1
Gap between HOMO and LUMO: 7.038 eV

Each line ends with the natural charge from an NBO analysis.
Cartesian coordinates (Å):
C: -2.61 0.19 -0.48  0.2634
C: 0.00 -1.24 -0.73  -0.4690
C: 1.41 -0.98 -0.46  -0.4593
C: -0.79 0.04 -0.76  -0.1374
C: 1.29 0.32 0.34  0.4272
C: 2.36 0.92 1.12  -0.6803
N: 0.16 0.85 0.10  -0.4048
O: -3.04 1.32 -0.64  -0.7367
S: -2.56 -0.38 1.45  -0.3796
H: -0.24 -1.98 -1.52  0.2413
H: -0.53 -1.80 0.05  0.2343
H: 2.04 -1.74 -0.11  0.2400
H: 1.82 -0.74 -1.49  0.2304
H: -0.53 0.59 -1.68  0.1756
H: -3.10 -0.68 -0.92  0.1297
H: 2.00 1.82 1.61  0.2426
H: 3.18 1.19 0.35  0.2556
H: 2.89 0.25 1.78  0.2616
H: -0.12 1.84 0.26  0.4469
H: -3.63 0.21 1.72  0.1184



Most stable to least stable, the ends of the list are A and B.



## A
Molecular formula: CH3F2OP
Method: DFT, the ωB97M-V functional and the def2-TZVPD basis

Computed properties:
LUMO level: 0.267 eV
Structure (SMILES): C=O.FPF
Multiplicity: 1
Gap between HOMO and LUMO: 10.750 eV

Each line ends with the natural charge from an NBO analysis.
Cartesian coordinates (Å):
C: -2.91 0.06 -0.23  0.2680
O: -1.79 -0.23 0.14  -0.4891
H: -3.25 -0.01 -1.32  0.1093
H: -3.82 -0.08 0.42  0.1108
F: 3.34 0.08 1.55  -0.5835
P: 2.36 -0.25 0.30  1.3248
F: 3.62 -0.59 -0.68  -0.5888
H: 2.44 1.03 -0.19  -0.1514



## B
Molecular formula: CH3F2OP
Method: DFT, the ωB97M-V functional and the def2-TZVPD basis

Computed properties:
LUMO level: -0.841 eV
Structure (SMILES): FCF.O=P
Multiplicity: 1
Gap between HOMO and LUMO: 8.797 eV

Each line ends with the natural charge from an NBO analysis.
Cartesian coordinates (Å):
F: -2.37 -0.26 -0.58  -0.3399
C: -1.37 0.57 -0.94  0.4374
F: -0.43 0.55 0.02  -0.3501
H: -1.77 1.58 -1.06  0.1296
H: -0.92 0.18 -1.86  0.1239
O: 1.52 -1.48 2.14  -0.9496
P: 2.35 -1.21 0.97  1.1375
H: 2.99 0.07 1.31  -0.1887



Most stable to least stable, the ends of the list are A and B.



## A
Molecular formula: C4H10NPS
Method: DFT, the ωB97M-V functional and the def2-TZVPD basis

Computed properties:
LUMO level: -0.190 eV
Multiplicity: 1
Gap between HOMO and LUMO: 7.031 eV

Each line ends with the natural charge from an NBO analysis.
Cartesian coordinates (Å):
C: -0.62 -0.49 -0.40  0.3954
C: -0.35 -1.08 0.92  -0.7262
C: -1.82 -0.72 -1.19  -0.7049
C: 2.36 1.68 0.49  -0.9602
N: 0.23 0.44 -0.81  -0.7643
P: 2.08 0.36 -0.79  0.7826
S: 2.50 -1.39 0.00  -0.6400
H: -0.20 -0.24 1.63  0.2475
H: 0.70 -1.66 0.85  0.2892
H: -1.11 -1.71 1.23  0.2218
H: -2.46 0.29 -1.29  0.2526
H: -2.59 -1.59 -0.96  0.2575
H: -1.38 -0.93 -2.28  0.2493
H: 2.25 1.04 1.30  0.2295
H: 3.39 2.14 0.34  0.2486
H: 1.44 2.33 0.28  0.2250
H: -0.06 0.99 -1.60  0.3969



## B
Molecular formula: C4H10NPS
Method: DFT, the ωB97M-V functional and the def2-TZVPD basis

Computed properties:
LUMO level: -0.474 eV
Structure (SMILES): CC(C)=N.CP=S
Multiplicity: 1
Gap between HOMO and LUMO: 7.646 eV

Each line ends with the natural charge from an NBO analysis.
Cartesian coordinates (Å):
C: 1.33 0.32 1.18  -0.6818
C: 1.04 -0.50 -0.01  0.3632
C: 1.79 -1.82 -0.07  -0.6733
N: 0.27 -0.08 -0.90  -0.6759
H: 1.79 -0.25 1.94  0.2125
H: 0.52 0.80 1.73  0.2414
H: 1.99 1.04 0.91  0.2329
H: 1.31 -2.44 0.54  0.2235
H: 2.87 -1.83 0.18  0.2194
H: 1.85 -2.15 -1.02  0.2124
H: 0.09 -0.59 -1.74  0.3560
C: -2.39 1.76 -0.91  -0.9761
P: -2.05 0.93 0.72  0.6830
S: -2.96 -0.77 0.79  -0.4475
H: -2.98 1.15 -1.54  0.2323
H: -3.05 2.53 -0.65  0.2330
H: -1.42 1.90 -1.14  0.2451



Most stable to least stable, the ends of the list are A and B.



## A
Molecular formula: CH10O5
Method: DFT, the ωB97M-V functional and the def2-TZVPD basis

Computed properties:
LUMO level: 0.461 eV
Structure (SMILES): C=O.O.O.O.O
Multiplicity: 1
Gap between HOMO and LUMO: 10.392 eV

Each line ends with the natural charge from an NBO analysis.
Cartesian coordinates (Å):
C: -0.42 2.06 -0.12  0.3036
O: 0.61 2.66 0.03  -0.5413
H: -1.34 2.46 -0.57  0.1270
H: -0.49 1.00 0.16  0.0860
O: 0.40 0.18 2.69  -0.9671
H: 0.62 0.92 2.11  0.4877
H: 0.60 0.52 3.57  0.4864
O: -0.63 -1.74 0.80  -0.9760
H: -0.58 -1.00 1.42  0.5084
H: -0.22 -2.51 1.21  0.4793
O: -0.71 0.72 -2.26  -0.9489
H: -0.25 -0.04 -1.89  0.4928
H: -0.15 0.97 -3.00  0.4767
O: 0.93 -1.75 -1.60  -0.9859
H: 0.33 -1.83 -0.83  0.4967
H: 1.29 -2.63 -1.72  0.4746



## B
Molecular formula: CH10O5
Method: DFT, the ωB97M-V functional and the def2-TZVPD basis

Computed properties:
LUMO level: -0.225 eV
Structure (SMILES): C=O.O.O.O.O
Multiplicity: 1
Gap between HOMO and LUMO: 10.629 eV

Each line ends with the natural charge from an NBO analysis.
Cartesian coordinates (Å):
C: -3.31 0.21 1.10  0.2519
O: -2.60 0.73 0.21  -0.5251
H: -4.02 0.89 1.53  0.1460
H: -3.18 -0.85 1.33  0.1443
O: -0.74 -1.09 -0.67  -0.9476
H: -1.53 -0.70 -0.30  0.4685
H: -0.05 -0.61 -0.12  0.4594
O: 0.46 -3.07 2.72  -0.9411
H: 0.63 -2.18 2.37  0.4805
H: -0.52 -3.03 2.92  0.4598
O: 1.35 0.06 1.67  -0.9523
H: 0.82 0.79 1.21  0.4748
H: 2.25 0.37 1.59  0.4809
O: 3.77 2.86 -5.44  -0.9285
H: 3.87 2.61 -4.57  0.4601
H: 2.80 3.01 -5.55  0.4685



Most stable to least stable, the ends of the list are A and B.



## A
Molecular formula: C5H14OS
Method: DFT, the ωB97M-V functional and the def2-TZVPD basis

Computed properties:
LUMO level (alpha / beta): 3.285 / 3.304 eV
Charge: -1
Multiplicity: 2
Gap between HOMO and LUMO (alpha / beta): 2.188 / 8.563 eV

Each line ends with the natural charge from an NBO analysis.
Cartesian coordinates (Å):
C: -1.08 -0.77 -1.18  -0.7258
C: -0.80 -0.88 0.22  -0.4733
C: -1.31 0.31 1.19  -0.4172
C: -0.82 1.63 0.79  -0.5820
S: 0.95 1.63 0.56  0.0887
C: 1.58 0.73 1.99  -0.8812
H: -2.10 -0.26 -1.48  0.1847
H: -0.44 -0.07 -1.83  0.2383
H: -1.03 -1.81 -1.63  0.2200
H: 0.34 -1.12 0.49  0.2037
H: -1.35 -1.80 0.70  0.1855
H: -1.02 -0.11 2.14  0.2018
H: -2.47 0.19 0.90  0.1969
H: -0.99 1.62 -0.26  0.2245
H: -1.10 2.65 1.17  0.2182
H: 2.03 -0.22 1.57  0.2086
H: 0.79 0.41 2.59  0.2005
H: 2.30 1.29 2.59  0.2146
H: 1.83 -1.58 -2.94  0.3750
H: 2.79 -0.95 -3.97  0.3730
O: 1.89 -0.90 -3.61  -1.2547



## B
Molecular formula: C5H14OS
Method: DFT, the ωB97M-V functional and the def2-TZVPD basis

Computed properties:
LUMO level (alpha / beta): 2.982 / 2.950 eV
Charge: -1
Multiplicity: 2
Gap between HOMO and LUMO (alpha / beta): 2.016 / 8.707 eV

Each line ends with the natural charge from an NBO analysis.
Cartesian coordinates (Å):
C: -2.42 0.54 1.21  -0.8470
C: -1.58 0.48 -0.07  -0.4087
C: -0.28 -0.41 -0.08  -0.4794
C: 1.03 0.38 -0.37  -0.4512
S: 1.48 0.35 -2.29  0.0493
C: 1.89 -1.41 -2.64  -0.7359
H: -3.15 -0.19 1.44  0.1957
H: -1.85 0.58 2.09  0.1722
H: -2.83 1.51 1.34  0.2009
H: -1.13 1.55 -0.21  0.1929
H: -2.19 0.33 -1.05  0.1905
H: -0.37 -1.17 -0.93  0.1934
H: -0.15 -1.01 0.86  0.2085
H: 0.95 1.39 -0.21  0.2072
H: 2.06 0.15 0.15  0.2374
H: 1.20 -2.10 -2.08  0.2112
H: 2.88 -1.69 -2.36  0.2063
H: 1.57 -1.59 -3.61  0.2132
H: 0.72 1.47 3.27  0.3117
H: 0.84 0.03 2.69  0.4021
O: 1.35 0.80 2.87  -1.2703



Most stable to least stable, the ends of the list are B and A.



## A
Molecular formula: CH2FIO
Method: DFT, the ωB97M-V functional and the def2-TZVPD basis

Computed properties:
LUMO level: 0.146 eV
Multiplicity: 1
Gap between HOMO and LUMO: 10.133 eV

Each line ends with the natural charge from an NBO analysis.
Cartesian coordinates (Å):
C: -0.74 -0.56 0.35  0.3288
O: 0.47 0.64 -0.36  -0.8725
F: -0.34 -1.65 -0.32  -0.3115
I: -2.64 0.12 -0.04  0.2016
H: -0.33 -0.33 1.25  0.1847
H: 0.72 0.59 -1.34  0.4690



## B
Molecular formula: CH2FIO
Method: DFT, the ωB97M-V functional and the def2-TZVPD basis

Computed properties:
LUMO level (alpha / beta): -0.464 / -1.962 eV
Multiplicity: 1
Gap between HOMO and LUMO (alpha / beta): 9.988 / 6.584 eV

Each line ends with the natural charge from an NBO analysis.
Cartesian coordinates (Å):
C: 0.53 -0.64 -0.45  0.0577
O: -1.61 0.80 0.21  -0.5449
F: 0.31 -1.43 0.60  -0.3194
I: 2.28 0.44 -0.41  0.1640
H: -0.27 -0.19 -1.06  0.2173
H: -1.25 1.01 1.12  0.4253



Most stable to least stable, the ends of the list are A and B.



## A
Molecular formula: C5H7NO4
Method: DFT, the ωB97M-V functional and the def2-TZVPD basis

Computed properties:
LUMO level: 0.267 eV
Structure (SMILES): CN[C@@H]1OC(=O)C(O)=C1O
Multiplicity: 1
Gap between HOMO and LUMO: 9.617 eV

Each line ends with the natural charge from an NBO analysis.
Cartesian coordinates (Å):
C: 0.36 2.56 -0.74  -0.4319
N: 0.25 1.47 0.25  -0.6401
C: 0.44 0.17 -0.32  0.2061
O: -0.43 -0.40 -1.36  -0.5491
C: -1.05 -1.62 -0.95  0.7473
O: -1.94 -2.09 -1.60  -0.5218
C: -0.47 -1.99 0.34  0.0605
O: -1.06 -3.11 0.92  -0.6841
C: 0.29 -1.05 0.92  0.2967
O: 1.01 -0.89 2.02  -0.6458
H: -0.12 2.41 -1.76  0.2065
H: -0.13 3.36 -0.29  0.2062
H: 1.48 2.93 -0.77  0.1998
H: -0.66 1.46 0.72  0.3681
H: 1.45 0.30 -0.94  0.1807
H: -1.23 -3.15 1.84  0.4948
H: 1.80 -0.38 1.71  0.5059



## B
Molecular formula: C5H7NO4
Method: DFT, the ωB97M-V functional and the def2-TZVPD basis

Computed properties:
LUMO level: 0.242 eV
Structure (SMILES): O=C[C@]12OC[C@H]1NC2=O.O
Multiplicity: 1
Gap between HOMO and LUMO: 10.024 eV

Each line ends with the natural charge from an NBO analysis.
Cartesian coordinates (Å):
O: 2.08 -1.36 0.38  -0.4991
C: 1.20 -1.16 1.17  0.4245
C: 0.02 -0.29 0.86  0.0434
O: -1.01 -0.27 1.83  -0.4922
C: -2.03 -0.57 0.85  -0.0782
C: -1.00 -0.54 -0.29  -0.0680
N: -0.67 0.77 -0.82  -0.6343
C: 0.23 1.11 0.20  0.6915
O: 0.75 2.13 0.54  -0.5249
H: 1.20 -1.63 2.18  0.1318
H: -2.47 -1.56 1.02  0.1895
H: -2.81 0.21 0.80  0.1914
H: -0.93 -1.38 -0.99  0.2133
H: -1.21 1.38 -1.43  0.4089
O: 2.28 1.43 -1.99  -0.9377
H: 1.51 1.06 -2.48  0.4647
H: 2.87 0.67 -1.84  0.4754



Most stable to least stable, the ends of the list are B and A.